ORCA calculation (ωB97M-V/def2-TZVPD) on a molecular structure, C28H38MnN6O.

For the total energy, the calculation gives -2644.3687 Ha. The largest force on an atom is 0.4 eV/Å. Its gap between HOMO and LUMO (spin up / spin down) is 7.110 / 7.430 eV. As for the lowest unoccupied orbital energy (spin up / spin down): -2.7 / -2.6 eV. The calculation puts the HOMO energy (spin up / spin down) at -9.8159 / -10.0347 eV. As for the charge: +1. Its spin multiplicity is 5.

```
74
Properties=species:S:1:pos:R:3:forces:R:3
H 1.750898 -1.848536 0.049438 -0.02 0.03 0.03
H -1.700027 3.797390 -0.149626 -0.04 0.02 0.06
N 1.669173 0.632987 0.655863 0.19 0.09 -0.04
C 1.140484 -3.619064 -4.079748 -0.06 -0.04 0.01
H -0.377653 0.321114 -4.390631 0.02 -0.01 0.00
H -3.230325 3.045697 -1.299236 -0.01 0.03 -0.02
C 0.417347 3.479935 -0.008417 0.02 -0.09 -0.05
H -2.695085 -1.995551 3.327747 0.01 0.02 -0.01
H 0.270860 -4.191676 -3.748953 0.02 -0.01 -0.02
H -6.326546 -0.132513 1.410030 0.02 -0.02 0.00
H 2.894286 0.108811 -0.977524 0.00 -0.05 0.01
H -1.732417 0.157333 3.361306 -0.01 0.05 -0.02
C 4.339843 0.563819 3.255195 -0.01 -0.02 -0.14
C -2.681301 1.448726 -0.034449 0.03 0.06 -0.04
H 1.246653 3.895620 -1.938120 -0.02 0.01 0.01
H 5.415618 0.532292 3.119680 -0.01 0.01 -0.02
H 3.349793 1.589903 -0.147484 0.07 0.05 -0.02
C -1.741929 -1.930979 2.798812 0.00 -0.01 0.02
C 1.508499 3.293572 -1.063412 0.03 0.00 0.03
H -1.659446 -0.902846 -4.371101 0.00 -0.01 -0.01
H 2.440724 0.978223 6.029154 -0.02 -0.01 -0.03
H -1.250521 -0.030781 -2.886414 0.00 0.00 0.04
N 1.521197 -2.553505 -1.913966 0.05 0.03 -0.01
H -6.933617 1.722423 0.125918 0.03 0.00 0.00
H 0.385012 4.533529 0.272656 0.00 0.02 -0.04
C 3.909117 0.743361 4.554571 0.07 0.01 0.05
O 0.098452 -0.897934 -1.292096 -0.07 0.07 0.26
C 2.221855 0.479904 1.864365 -0.12 -0.03 -0.11
C -5.517378 0.374592 0.895647 0.11 -0.13 0.08
H 0.785294 1.374213 -1.758498 0.00 0.00 -0.04
N -1.387981 1.735336 -0.018044 0.14 -0.12 -0.11
H 3.048043 -3.014958 -3.280650 0.04 0.02 0.01
C 1.738174 1.851223 -1.513247 -0.06 0.02 0.06
H 0.523079 0.536820 4.858361 0.02 0.01 0.03
H 1.527265 -1.711830 -5.013760 0.01 0.03 0.00
N 0.122112 -1.501147 -3.457412 -0.01 0.03 -0.07
N 0.088817 -0.292548 2.427428 0.11 -0.01 -0.21
C 3.606200 0.475215 2.078571 0.15 0.02 0.12
H -0.079811 -2.355683 -5.329928 -0.03 0.00 -0.01
H -0.668893 -0.877786 4.300994 0.00 -0.01 0.06
N -1.937701 -0.638628 0.677563 -0.34 -0.14 0.06
H -1.138428 -2.521934 0.814748 0.05 -0.01 -0.05
C 2.494917 1.007476 -0.493170 -0.13 -0.01 0.11
H 2.320041 1.850829 -2.437724 0.04 0.02 0.00
C 1.235095 0.185576 2.912890 -0.10 -0.06 0.01
C -5.019128 2.284441 -0.580039 0.02 0.02 -0.03
H -4.268688 -1.130038 1.644929 -0.03 0.03 -0.01
C 0.691277 -2.259767 -4.567053 -0.04 0.04 0.05
C 1.428907 0.500299 4.270167 0.08 0.01 0.06
C -1.952746 -1.961153 1.276570 -0.04 0.12 0.00
C -1.023561 -0.673006 3.293237 0.08 -0.02 -0.06
H 1.944966 -3.598757 -0.142737 -0.01 -0.03 0.00
H 2.323272 -4.385937 -2.449747 0.00 -0.02 0.02
H 4.202242 0.403699 1.179456 0.03 0.00 0.02
H 1.624784 -4.171958 -4.883430 0.00 0.00 0.00
C 2.099876 -3.432016 -2.927564 -0.02 0.03 0.05
C -3.645181 2.281327 -0.659425 -0.03 -0.03 0.03
H -0.996228 3.089124 -1.589531 -0.03 0.01 0.00
C -4.264572 -0.222428 1.053500 -0.24 -0.03 0.01
Mn -0.200496 0.078789 0.500457 -0.11 0.32 -0.03
H 0.658987 2.930101 0.901329 0.01 0.02 0.06
H -1.165530 -2.813387 3.082800 -0.02 0.00 0.01
C -3.016450 0.145526 0.565640 0.26 0.02 -0.02
C 2.590145 0.764414 4.975684 -0.13 -0.01 0.02
C 2.136690 -2.626166 -0.598260 -0.01 -0.07 -0.07
C -0.972095 3.060015 -0.491095 -0.02 -0.10 0.02
C 0.572673 -1.628786 -2.191538 0.10 -0.06 0.00
H -5.502441 3.060434 -1.164475 0.02 0.00 0.01
C -5.880356 1.472868 0.155514 -0.06 0.05 -0.02
C -0.845564 -0.465042 -3.793198 0.04 -0.06 -0.01
H 3.217334 -2.496519 -0.688964 0.02 -0.01 -0.01
H 4.669724 0.885042 5.311834 -0.02 0.00 -0.02
H 2.449167 3.703766 -0.684141 0.01 0.00 -0.02
H -2.866775 -2.492890 1.012754 -0.04 -0.06 0.01
```
Positions in Å, forces in eV/Å.